[1]
The following is a DFT calculation (ωB97M-V/def2-TZVPD) of a structure of composition C35H31ClI2NO2Sn.

## Properties
Energy   -2827.5461 Ha
Charge   -1
Kohn-Sham gap   6.377 eV
ΔE to the lowest compared entry with this formula, charge and spin   15.9 kJ/mol

Each line ends with the Löwdin charge.
Atoms and positions in Å:
1 Sn 1.604 -0.052 -1.770  1.091
2 O 1.604 -1.027 0.129  -0.487
3 C 2.062 -0.586 1.369  -0.492
4 C 2.723 0.836 1.323  -0.077
5 C 1.702 1.922 1.193  -0.270
6 C 1.402 2.805 2.226  -0.020
7 C 0.373 3.711 2.040  -0.056
8 C -0.315 3.720 0.838  -0.024
9 C 0.054 2.818 -0.153  -0.250
10 C -0.599 2.783 -1.501  -0.065
11 C -1.336 1.456 -1.834  -0.482
12 O -0.487 0.381 -1.879  -0.377
13 C -2.038 1.633 -3.207  -0.118
14 C -1.976 0.588 -4.123  -0.010
15 C -2.614 0.673 -5.351  -0.081
16 C -3.334 1.809 -5.691  -0.113
17 C -3.415 2.852 -4.781  -0.098
18 C -2.778 2.761 -3.552  -0.040
19 C -2.482 1.158 -0.845  -0.119
20 C -3.228 2.145 -0.209  -0.036
21 C -4.308 1.815 0.599  -0.091
22 C -4.671 0.489 0.774  -0.119
23 C -3.931 -0.505 0.144  -0.091
24 C -2.845 -0.172 -0.649  -0.024
25 N 1.043 1.949 0.040  0.118
26 C 3.129 -1.587 1.840  -0.206
27 C 2.845 -2.609 2.741  -0.095
28 C 3.798 -3.564 3.066  -0.102
29 C 5.055 -3.524 2.483  -0.109
30 C 5.345 -2.523 1.566  -0.090
31 C 4.390 -1.570 1.249  -0.048
32 C 0.907 -0.447 2.369  -0.164
33 C 1.143 -0.180 3.718  -0.063
34 C 0.095 0.108 4.577  -0.094
35 C -1.208 0.149 4.096  -0.099
36 C -1.450 -0.112 2.756  -0.054
37 C -0.398 -0.416 1.900  0.005
38 H 3.403 0.879 0.470  0.090
39 H 3.300 0.977 2.239  0.124
40 H 1.949 2.755 3.158  0.110
41 H 0.104 4.402 2.830  0.102
42 H -1.126 4.415 0.666  0.103
43 H 0.176 2.882 -2.266  0.130
44 H -1.261 3.642 -1.593  0.095
45 H -1.416 -0.295 -3.849  0.091
46 H -2.545 -0.156 -6.046  0.099
47 H -3.830 1.879 -6.651  0.091
48 H -3.980 3.744 -5.026  0.093
49 H -2.883 3.585 -2.858  0.099
50 H -2.977 3.189 -0.341  0.095
51 H -4.869 2.601 1.092  0.095
52 H -5.515 0.232 1.401  0.094
53 H -4.195 -1.547 0.281  0.103
54 H -2.249 -0.936 -1.130  0.121
55 H 1.859 -2.676 3.178  0.114
56 H 3.547 -4.355 3.763  0.098
57 H 5.797 -4.273 2.728  0.093
58 H 6.314 -2.492 1.084  0.098
59 H 4.625 -0.822 0.502  0.113
60 H 2.158 -0.192 4.099  0.118
61 H 0.295 0.309 5.623  0.094
62 H -2.028 0.387 4.763  0.092
63 H -2.458 -0.068 2.364  0.083
64 H -0.572 -0.607 0.849  0.104
65 I 0.195 -6.875 -1.408  0.594
66 C 2.038 -5.802 -1.229  -1.175
67 I 1.849 -3.891 -0.327  1.014
68 H 2.384 -5.644 -2.243  -0.068
69 H 2.710 -6.439 -0.669  -0.054
70 Cl 2.060 -2.865 -3.773  0.325
71 C 0.825 -1.823 -2.942  -0.837
72 H 0.117 -2.495 -2.461  -0.038
73 H 0.336 -1.309 -3.770  -0.050


[2]
The following is a DFT calculation (ωB97M-V/def2-TZVPD) of a structure of composition C35H31N6O4PSSc.

## Properties
Energy   -3482.4469 Ha
Charge   -1
Kohn-Sham gap   6.935 eV
ΔE to the lowest compared entry with this formula, charge and spin   0.0 kJ/mol

Each line ends with the Löwdin charge.
Atoms and positions in Å:
1 Sc -1.915 -0.544 0.907  0.730
2 C 1.435 1.614 5.264  -0.099
3 C 0.098 1.263 5.906  -0.258
4 N -1.028 1.414 5.004  -0.037
5 C -1.276 0.570 3.971  -0.820
6 S -2.513 1.065 2.865  0.633
7 N -0.552 -0.528 3.943  -0.004
8 N -0.852 -1.346 2.897  -0.034
9 C -0.244 -2.477 2.858  -0.267
10 C 0.759 -2.935 3.870  -0.026
11 C -0.573 -3.357 1.717  -0.227
12 C 0.012 -4.608 1.558  -0.018
13 C -0.350 -5.386 0.469  -0.067
14 C -1.286 -4.901 -0.426  -0.045
15 C -1.824 -3.642 -0.199  -0.088
16 N -1.470 -2.891 0.838  0.055
17 H 2.250 1.499 5.982  0.069
18 H 1.623 0.955 4.417  0.051
19 H 1.434 2.647 4.908  0.072
20 H 0.115 0.232 6.259  0.102
21 H -0.092 1.904 6.768  0.108
22 H -1.491 2.305 4.946  0.104
23 H 0.864 -2.185 4.646  0.059
24 H 0.452 -3.881 4.320  0.084
25 H 1.730 -3.093 3.393  0.089
26 H 0.738 -4.966 2.273  0.103
27 H 0.097 -6.362 0.326  0.107
28 H -1.599 -5.473 -1.287  0.107
29 H -2.569 -3.205 -0.852  0.113
30 O -4.260 3.184 -4.586  -0.045
31 C -3.835 3.794 -3.586  -0.713
32 O -3.507 4.987 -3.447  -0.051
33 C -3.600 2.901 -2.345  -0.104
34 C -2.756 3.332 -1.330  0.003
35 C -2.381 2.452 -0.334  -0.131
36 N -2.830 1.196 -0.287  -0.005
37 C -3.702 0.795 -1.223  -0.177
38 C -4.107 1.608 -2.263  0.059
39 C -4.136 -0.651 -1.095  -0.567
40 O -4.975 -1.128 -1.831  0.071
41 O -3.501 -1.295 -0.155  -0.171
42 H -2.369 4.341 -1.373  0.117
43 H -1.683 2.733 0.446  0.095
44 H -4.762 1.225 -3.033  0.130
45 N -0.151 -0.236 0.111  -0.300
46 P 0.876 0.197 -0.950  0.761
47 C 2.344 0.982 -0.203  -0.277
48 C 2.265 1.317 1.144  -0.072
49 C 3.345 1.917 1.780  -0.082
50 C 4.509 2.178 1.073  -0.095
51 C 4.597 1.837 -0.271  -0.090
52 C 3.519 1.240 -0.906  -0.086
53 C 1.567 -1.201 -1.902  -0.266
54 C 2.073 -1.071 -3.193  -0.086
55 C 2.592 -2.174 -3.857  -0.085
56 C 2.604 -3.416 -3.237  -0.095
57 C 2.092 -3.554 -1.954  -0.086
58 C 1.574 -2.452 -1.292  -0.075
59 C 0.315 1.347 -2.234  -0.300
60 C 0.751 2.665 -2.324  -0.081
61 C 0.203 3.519 -3.275  -0.073
62 C -0.783 3.065 -4.136  -0.068
63 C -1.220 1.747 -4.056  -0.065
64 C -0.675 0.896 -3.110  -0.085
65 H 1.347 1.093 1.677  0.086
66 H 3.275 2.178 2.829  0.088
67 H 5.351 2.645 1.568  0.097
68 H 5.506 2.037 -0.824  0.098
69 H 3.593 0.974 -1.954  0.102
70 H 2.036 -0.109 -3.692  0.106
71 H 2.975 -2.066 -4.864  0.100
72 H 3.002 -4.277 -3.759  0.097
73 H 2.087 -4.525 -1.472  0.094
74 H 1.154 -2.543 -0.296  0.085
75 H 1.505 3.037 -1.640  0.098
76 H 0.525 4.552 -3.319  0.104
77 H -1.258 3.741 -4.835  0.114
78 H -2.028 1.419 -4.697  0.115
79 H -1.039 -0.124 -3.028  0.116


[3]
The following is a DFT calculation (ωB97M-V/def2-TZVPD) of a structure of composition C35H32BrCsN16O3S2.

## Properties
Energy   -5845.4260 Ha
Charge   0
Kohn-Sham gap   7.064 eV
ΔE to the lowest compared entry with this formula, charge and spin   93.7 kJ/mol

Each line ends with the Löwdin charge.
Atoms and positions in Å:
1 Cs -0.583 -0.007 -1.352  0.829
2 C -3.116 4.472 -1.080  -0.052
3 C -2.636 5.423 -0.197  -0.055
4 C -1.531 5.118 0.576  -0.011
5 C -0.923 3.867 0.430  -0.213
6 N -1.392 2.948 -0.417  0.055
7 C -2.463 3.253 -1.144  -0.155
8 C 0.251 3.509 1.277  -0.217
9 C 1.073 4.513 1.790  -0.015
10 C 2.089 4.171 2.669  -0.040
11 C 2.256 2.841 3.006  -0.023
12 C 1.425 1.910 2.404  -0.112
13 N 0.453 2.217 1.550  0.110
14 H -3.986 4.656 -1.695  0.107
15 H -3.124 6.383 -0.094  0.111
16 H -1.166 5.822 1.306  0.108
17 H -2.832 2.476 -1.803  0.033
18 H 0.923 5.544 1.510  0.105
19 H 2.724 4.936 3.097  0.113
20 H 2.996 2.522 3.727  0.111
21 H 1.529 0.864 2.652  0.080
22 N -1.025 -0.349 2.480  0.197
23 C -2.027 -1.164 2.100  -0.437
24 N -2.786 -1.668 3.073  0.186
25 C -3.753 -2.480 2.667  -0.442
26 N -4.548 -3.016 3.608  0.166
27 N -4.035 -2.778 1.380  0.164
28 C -3.217 -2.222 0.505  -0.299
29 N -2.187 -1.430 0.784  0.068
30 C -3.512 -2.533 -0.941  -0.221
31 C -4.748 -3.071 -1.276  -0.010
32 C -4.996 -3.381 -2.602  -0.056
33 C -4.010 -3.133 -3.541  -0.070
34 C -2.820 -2.559 -3.120  -0.177
35 N -2.565 -2.279 -1.845  0.019
36 H -1.031 -0.094 3.459  0.119
37 H -0.590 0.301 1.836  0.036
38 H -4.296 -2.895 4.573  0.110
39 H -5.219 -3.711 3.339  0.102
40 H -5.473 -3.250 -0.498  0.106
41 H -5.944 -3.812 -2.896  0.110
42 H -4.161 -3.358 -4.588  0.107
43 H -2.028 -2.326 -3.826  0.078
44 C 3.822 -4.372 -2.704  0.002
45 C 3.088 -3.609 -3.740  -0.337
46 N 3.227 -3.738 -5.017  0.120
47 N 2.352 -2.835 -5.548  0.022
48 C 1.665 -2.137 -4.631  -0.806
49 S 0.538 -0.927 -4.861  0.569
50 N 2.138 -2.653 -3.451  -0.102
51 N 1.718 -2.209 -2.213  0.067
52 H 4.525 -5.042 -3.190  0.087
53 H 3.137 -4.963 -2.094  0.087
54 H 4.368 -3.699 -2.041  0.086
55 H 2.270 -2.724 -6.543  0.149
56 H 2.417 -1.665 -1.713  0.060
57 H 1.421 -2.994 -1.646  0.103
58 O 1.452 0.224 8.334  -0.348
59 S 1.259 0.564 6.943  0.391
60 O 0.259 -0.215 6.234  -0.377
61 O 1.236 1.988 6.636  -0.365
62 C 2.824 0.111 6.127  -0.344
63 N 3.974 0.317 6.762  0.132
64 C 5.086 0.122 6.066  -0.112
65 C 5.089 -0.245 4.724  0.002
66 C 3.832 -0.459 4.175  -0.248
67 N 2.716 -0.305 4.875  0.156
68 C 3.543 -0.741 2.754  -0.160
69 C 4.281 -0.190 1.713  -0.001
70 C 3.728 -0.205 0.441  -0.131
71 N 2.549 -0.760 0.178  0.012
72 C 1.919 -1.415 1.149  -0.166
73 C 2.359 -1.414 2.454  -0.014
74 H 6.019 0.288 6.595  0.109
75 H 6.005 -0.379 4.166  0.104
76 H 5.198 0.351 1.905  0.115
77 H 4.217 0.312 -0.378  0.110
78 H 0.972 -1.883 0.893  0.091
79 H 1.761 -1.833 3.251  0.126
80 Br -4.338 0.683 -3.416  0.795
81 C -3.001 1.478 -4.515  -0.731
82 C -3.371 1.972 -5.759  -0.101
83 C -2.381 2.570 -6.518  -0.053
84 C -1.092 2.651 -6.007  -0.050
85 C -0.846 2.115 -4.758  -0.184
86 N -1.787 1.527 -4.017  -0.016
87 H -4.390 1.888 -6.107  0.101
88 H -2.616 2.969 -7.496  0.113
89 H -0.291 3.110 -6.567  0.110
90 H 0.148 2.139 -4.329  0.100


Q: Which value of charge does entry 3 give?
A: 0


Q: Which of these has the lowest Kohn-Sham gap?
A: C35H31ClI2NO2Sn


Q: Which value of charge does entry 2 give?
A: -1